Molecular formula: C11H20ClNO7P2Re
Method: DFT, wB97M-V/def2-TZVPD

## Properties
Maximum force: 2.145 eV/Å
Energy relative to the best compared isomer or geometry (same formula, charge and spin): 44.79 kJ/mol
Frontier orbital gap (alpha / beta): 8.17 / 7.44 eV

ORCA input file:
```
! RIJCOSX wB97M-V def2-TZVPD def2/J DEFGRID3
* xyz 2 2
Re 0.133 -0.102 0.339
C 1.519 -3.652 -0.923
C 1.166 -2.479 -1.843
O 1.367 -2.760 -3.221
P -0.626 -2.152 -1.832
O -1.297 -3.539 -1.977
O -1.011 -1.226 -3.024
O -1.078 -1.442 -0.541
P 2.248 -1.026 -1.447
O 1.486 0.188 -2.143
O 3.615 -1.284 -1.851
O 1.920 -0.676 0.098
H 1.037 -4.560 -1.282
H 1.213 -3.469 0.108
H 2.600 -3.800 -0.930
H 2.272 -3.075 -3.366
H -2.130 -3.762 -1.536
H -0.783 -1.537 -3.916
H 1.950 0.600 -2.888
Cl -4.680 2.342 -1.129
C -3.003 2.537 -0.887
C -2.379 3.766 -1.067
C -1.009 3.861 -0.866
C -0.297 2.748 -0.488
N -0.911 1.556 -0.302
C -2.245 1.450 -0.511
H -2.960 4.629 -1.366
H -0.491 4.800 -1.007
H 0.770 2.782 -0.342
H -2.705 0.480 -0.369
C 0.103 0.799 4.482
C 0.000 0.914 2.969
C 1.329 1.248 2.287
C -0.434 -0.355 2.272
H 0.451 1.736 4.918
H 0.809 0.013 4.760
H -0.864 0.561 4.923
H -0.720 1.702 2.725
H 2.105 0.518 2.523
H 1.697 2.246 2.526
H 1.247 1.258 1.155
H -1.505 -0.595 2.323
H 0.094 -1.246 2.648
*
```